[1]
97
Properties=species:S:1:pos:R:3:forces:R:3:lowdin_charge:R:1 method="wB97M-V/def2-TZVPD" lumo_energy_ha="-0.30624 / -0.27511" largest_force_ev_per_a=0.727 s_squared=2.031 total_energy_ev=-178547.6301 charge=+3 spin_multiplicity=3 homo_ev="-14.670 / -14.666"
P -0.312149 -1.032463 -0.343589 -0.1 0.0 -0.2 1.013
C 5.589914 2.862757 -1.857840 0.0 0.0 0.1 0.006
N 4.828660 1.824172 -2.359202 0.0 0.1 0.0 -0.087
N -1.086598 3.740663 -0.527930 0.1 0.0 0.0 0.169
H -0.712226 -4.647801 -4.680009 0.0 0.0 0.0 0.121
H 5.337155 0.653622 -4.027556 0.0 0.0 0.0 0.112
H -0.023068 -3.875203 0.411419 0.0 0.0 0.0 0.114
N 2.245842 2.684862 3.437571 0.0 0.0 0.0 0.172
H -5.048502 -1.927389 -3.465763 0.0 0.0 0.0 0.097
H -2.219759 -3.067760 -1.010213 0.0 0.0 0.0 0.107
H 6.969979 -2.447027 2.211783 0.0 0.0 0.0 0.144
H 6.148544 3.520232 -2.501043 0.0 0.0 0.0 0.143
H 3.693089 -3.673166 3.058041 0.0 0.0 0.0 0.096
H -4.020355 5.211607 -0.525922 0.0 0.0 0.0 0.106
C -1.574842 -3.947158 -2.845977 0.0 0.0 0.0 -0.041
H 5.944207 3.423750 0.248243 0.0 0.0 0.0 0.134
S 2.281632 -1.336409 1.789967 0.1 -0.4 0.2 0.781
H -5.573509 -4.734690 -0.285759 0.0 0.0 0.0 0.115
C 0.455491 -3.079412 -3.801268 0.0 0.0 0.0 -0.051
C -1.457509 -3.068359 -1.782891 0.0 0.0 0.0 -0.087
C 4.679916 1.482668 -3.774781 0.0 0.0 0.1 0.017
C -1.571956 -1.984523 3.404411 0.0 0.0 0.0 -0.058
C -4.037385 3.140600 -1.143350 0.0 0.0 -0.1 -0.196
N 4.673228 1.738284 -0.192983 0.1 0.2 0.4 0.011
S 3.230856 -0.206665 -1.447764 0.0 -0.2 -0.4 0.784
H -0.502464 3.315001 -1.256214 0.1 0.0 0.0 0.154
C -5.309977 -3.740971 -0.623402 0.0 0.0 0.0 -0.063
H 1.414950 -1.512220 -2.724269 0.0 0.0 0.0 0.027
C -1.276303 -1.297398 2.236332 0.0 -0.1 0.0 -0.112
H -2.572604 -0.495885 -0.071287 0.0 0.0 0.0 0.039
C -4.977607 -2.757194 0.300154 0.0 0.0 0.0 -0.069
C -0.261404 4.115658 0.664897 -0.2 0.0 -0.2 -0.157
H -1.713712 1.297845 -2.386716 0.0 0.0 0.0 0.046
C -0.364661 -2.195860 -1.715332 -0.2 -0.1 0.0 -0.377
C -4.571329 1.863729 -0.939905 0.0 0.1 0.0 -0.408
C 4.279934 1.167202 -1.331390 -0.1 -0.1 -0.1 -0.626
O 1.486298 2.302000 -0.244940 -0.1 0.1 0.1 -0.379
C 6.091067 -0.468139 1.757269 0.0 -0.1 0.0 -0.002
H 3.027432 2.047188 3.262376 0.1 -0.1 0.0 0.121
H 0.318543 4.998731 0.392948 0.0 0.0 0.1 0.127
H -3.453586 3.315834 -2.047195 0.0 0.1 0.0 0.095
H -2.417369 -4.624048 -2.887706 0.0 0.0 0.0 0.116
C -0.723172 -1.975084 1.147519 -0.1 0.1 0.1 -0.425
H 6.885008 0.253608 1.676194 0.0 0.0 0.0 0.141
H 1.196828 -3.080586 -4.588937 0.0 0.0 0.0 0.117
H 2.447247 3.216022 4.286939 0.0 0.0 0.0 0.186
H -1.852630 3.082262 -0.307624 -0.1 0.1 0.0 0.116
C 6.138399 -1.792659 2.016955 0.0 0.0 0.0 0.012
H 4.946905 2.353457 -4.365362 0.0 0.0 0.0 0.106
H -0.932418 4.362278 1.487309 0.0 0.0 0.0 0.130
H -1.553335 -3.881877 4.403159 0.0 0.0 0.0 0.119
H -2.013837 -1.460121 4.241513 0.0 0.0 0.0 0.114
H 5.298363 -4.207507 2.527912 0.0 0.0 0.0 0.106
C -5.501899 1.698706 0.081201 0.0 0.0 0.1 -0.086
C -1.782074 0.072282 -0.559824 -0.1 -0.1 0.0 -0.374
C -4.375441 4.206883 -0.314803 0.0 0.0 0.0 -0.110
H -4.983148 -2.982925 1.359007 0.0 0.0 0.0 0.112
H -1.632050 0.958631 0.062459 0.0 0.0 0.0 0.046
H 1.411794 2.095890 3.576751 -0.1 0.0 0.0 0.153
C 5.484656 2.814310 -0.509859 0.1 -0.1 -0.1 -0.015
C -5.011977 -2.155308 -2.406374 0.0 0.0 0.0 -0.129
C 4.418898 -3.635744 2.249633 0.0 0.1 0.0 0.015
C -4.661918 -1.162108 -1.492040 0.0 0.0 0.0 -0.416
N 4.834494 -2.250190 2.019671 0.1 0.0 0.0 -0.091
As -4.165688 0.533271 -2.315847 0.0 0.0 0.0 1.342
H 3.022592 1.218581 1.243959 0.3 0.2 0.4 0.005
C -5.261263 4.009689 0.737604 0.0 0.0 0.0 -0.068
P 0.884886 2.752425 1.074780 -0.1 -0.1 -0.2 0.448
H -1.551396 4.560380 -0.926205 0.0 0.0 0.0 0.163
H 3.031483 3.738946 1.785111 0.0 0.0 -0.1 0.104
O 0.292205 1.587925 1.814052 0.1 0.0 0.1 -0.334
C -0.616995 -3.956524 -3.853181 0.0 0.0 0.0 -0.038
C -5.832544 2.759298 0.918400 0.0 0.0 0.0 -0.048
H -5.999017 0.748105 0.219842 0.0 0.0 0.0 0.100
H 1.662333 4.528361 2.581249 0.0 0.0 0.0 0.121
C -2.193292 0.397523 -1.990090 0.0 -0.1 -0.1 -0.405
H -1.489509 -0.237287 2.178142 0.0 0.0 0.0 0.090
H -1.907444 -0.410567 -2.666111 0.0 0.0 0.0 0.050
C -0.455624 -3.339012 1.246409 0.0 0.0 0.0 -0.104
H 3.647060 1.208403 -3.970440 0.0 0.0 0.0 0.087
H -5.621338 -4.189635 -2.697864 0.0 0.0 0.0 0.116
H 4.664486 2.109873 2.011327 -0.2 0.1 0.1 0.111
C -5.333669 -3.436253 -1.975925 0.0 0.0 0.0 -0.072
C -4.662699 -1.476094 -0.130511 0.0 0.0 0.0 -0.149
H -4.438117 -0.722213 0.614532 0.0 0.0 0.0 0.088
B 4.255271 1.287640 1.224823 0.2 -0.3 -0.4 -0.484
C 4.020253 -1.222634 1.760461 -0.1 0.1 0.2 -0.629
V 1.727077 0.225170 0.242512 0.0 0.7 -0.1 0.304
C 2.058776 3.571095 2.241258 0.0 0.1 0.1 -0.154
C -1.313377 -3.345404 3.494779 0.0 0.0 0.0 -0.048
H -6.564541 2.611330 1.701639 0.0 0.0 0.0 0.120
H 3.987470 -4.047126 1.340467 0.0 0.0 0.0 0.105
H -0.562493 -5.081861 2.482712 0.0 0.0 0.0 0.119
C 0.580805 -2.198100 -2.736181 0.0 0.0 0.0 -0.096
C -0.755974 -4.019438 2.416433 0.0 0.0 0.0 -0.048
H -5.547221 4.836218 1.374106 0.0 0.0 0.0 0.115
N 4.760948 -0.118959 1.593163 0.2 0.2 -0.1 0.008

[2]
100
Properties=species:S:1:pos:R:3:forces:R:3:lowdin_charge:R:1 method="wB97M-V/def2-TZVPD" lumo_energy_ha="0.14924 / 0.14924" largest_force_ev_per_a=1.206 s_squared=0.755 total_energy_ev=-134325.3770 charge=-2 spin_multiplicity=2 homo_ev="-1.218 / -2.221"
H -0.319622 -2.662367 -0.017373 0.0 0.0 0.0 0.059
C -2.600590 -4.197072 -0.422315 0.0 0.0 0.0 -0.110
O -2.344516 1.877554 -1.597520 -0.2 0.0 -0.4 -0.339
O -1.544596 1.498669 -2.724799 -0.1 0.4 0.3 -0.351
H -5.270316 -3.871001 1.080509 0.0 -0.1 -0.1 0.062
N -1.197060 -0.536136 -0.743183 -0.3 -0.7 -0.3 -0.482
H 0.913477 5.963659 4.371819 0.0 0.0 0.0 0.093
H -4.602142 -2.724292 -1.086665 0.0 -0.1 0.0 0.052
H -6.020530 -1.755121 -0.690501 -0.1 0.0 -0.1 0.078
H -6.144699 -0.295770 0.990557 -0.1 0.0 0.0 0.080
C 4.171712 -3.249560 -1.565354 0.1 -0.1 0.0 -0.119
H 2.159218 -3.730711 -0.996239 0.0 0.0 0.0 0.089
C 1.882127 1.134133 -5.310868 0.0 0.0 0.0 -0.069
C -4.622348 -1.797788 0.918449 0.1 0.0 -0.1 -0.582
H -5.228517 -3.058062 2.645571 -0.1 0.0 -0.4 0.044
C 2.113695 1.400842 -6.653011 0.0 0.0 0.0 -0.103
H -3.644633 -4.497992 -0.354449 -0.1 0.0 0.0 0.061
C 2.827958 -2.968347 -1.375151 0.0 0.0 0.0 -0.082
H -0.065714 -3.139755 1.649665 0.0 0.0 0.1 0.065
H 6.071261 -2.478701 -2.211224 0.0 0.0 0.0 0.085
C 3.165954 -0.702176 -2.156228 0.1 -0.1 0.0 -0.189
C 3.322637 1.952173 -7.054207 0.0 0.0 -0.1 -0.129
H 4.807608 2.226032 -4.031556 0.1 0.0 0.1 0.094
H -1.966127 -4.369337 2.950054 0.0 0.0 0.0 0.049
H -6.490696 -2.676631 1.477734 -0.1 0.0 0.0 0.081
C 2.847274 1.409985 -4.338189 0.0 -0.1 -0.1 -0.191
S -0.962525 3.578986 0.590341 0.4 -0.5 -0.1 0.529
H -3.461493 -3.179878 3.895853 0.0 0.0 0.0 0.060
C -0.562408 -3.420663 0.728790 0.0 0.0 -0.1 -0.076
H -0.276655 -1.429846 2.954744 -0.1 0.0 0.0 0.043
C 4.050520 1.972330 -4.763657 0.0 0.0 0.0 -0.102
H 0.934705 0.719296 -4.993509 -0.1 0.0 0.0 0.106
C 1.763712 3.996836 4.247702 0.1 -0.1 0.1 -0.094
H -3.464937 -4.766230 2.116439 -0.1 0.0 0.0 0.061
O -1.445418 2.188132 0.742126 -0.2 0.3 0.2 -0.383
H 5.185586 -0.249030 -2.736509 0.1 0.1 0.0 0.095
H -0.463821 5.663914 2.329723 0.0 0.0 0.0 0.102
H -3.621841 0.407929 3.300678 0.1 0.0 0.0 0.060
C 4.395467 2.011506 -0.612308 0.1 0.0 0.0 -0.101
C 1.827796 2.819618 3.517723 -0.1 0.2 -0.1 -0.062
H -4.511572 0.369910 1.016885 0.1 0.1 0.0 0.087
C -2.592570 0.100816 3.113762 0.0 0.0 0.1 -0.085
H -0.983623 -2.929488 3.588136 0.0 0.0 0.0 0.053
H 2.197677 3.854416 -2.381955 -0.1 0.0 0.0 0.111
N -2.285897 -0.727675 0.154967 0.2 0.2 0.1 -0.291
H 2.352982 4.102270 5.152194 0.0 0.0 0.0 0.094
H 3.231829 5.651607 -1.083376 0.0 0.0 0.0 0.093
C 4.515045 -1.006177 -2.347167 0.0 -0.1 0.0 -0.108
Ti -0.644287 1.393084 -1.132365 0.0 -0.3 -1.2 0.987
O -0.288354 3.669184 -0.718343 -0.2 0.0 0.4 -0.332
C 3.581011 4.633672 -0.962050 0.0 0.0 0.0 -0.096
O -1.919280 4.613210 0.868233 -0.1 0.1 0.0 -0.293
C 5.019588 -2.265455 -2.056882 0.0 0.0 0.0 -0.116
H 4.686892 0.987643 -0.416915 0.0 0.0 0.0 0.094
H 3.503836 2.165783 -8.102197 0.0 0.0 0.0 0.084
C 4.992843 3.029405 0.123378 0.0 0.0 0.0 -0.102
H -1.967191 -5.568652 1.670556 0.0 0.0 0.0 0.082
H -2.481760 -3.530757 -1.274521 0.0 0.0 0.1 0.021
H 4.561233 -4.234944 -1.331909 0.0 0.0 0.0 0.085
C -2.085142 -3.583812 0.887936 0.0 -0.1 -0.1 -0.585
O -0.667132 -1.670108 -3.077787 0.0 0.0 0.1 -0.579
C -2.396743 -4.611262 1.983112 0.1 0.0 0.0 -0.092
C 4.292666 2.239039 -6.105471 0.0 0.0 0.0 -0.119
H 5.033744 5.133669 0.542725 0.0 0.0 0.0 0.085
H -3.261699 -1.776650 4.932884 0.0 0.0 0.0 0.084
H 5.234874 2.681420 -6.409514 0.0 0.0 0.0 0.086
P -2.745842 -1.840955 1.150245 -0.1 0.1 -0.2 0.970
O 0.405206 0.151944 1.989698 0.1 0.0 0.1 -0.296
C -1.103841 -1.849008 3.514770 0.0 -0.1 0.0 -0.100
C 2.328412 -1.705890 -1.670327 0.1 0.0 0.0 -0.057
O 0.855692 0.996342 -2.398267 -0.1 0.2 0.3 -0.364
C -5.428409 -2.918445 1.581544 -0.1 -0.1 0.1 -0.094
O 1.061822 1.529215 0.092082 0.5 -0.6 0.4 -0.424
Si 2.440855 0.985177 -2.533645 -0.1 0.2 -0.1 0.482
H 1.345742 1.183859 -7.385584 0.0 0.0 0.0 0.091
H 1.276324 -1.494405 -1.539364 -0.1 0.0 0.0 0.068
C -3.509303 -2.090701 3.914042 0.1 0.1 0.2 -0.103
H -0.151758 -4.379821 0.400129 0.0 0.0 0.0 0.081
O 2.742518 0.800280 1.690591 0.1 -0.1 0.1 -0.291
C 1.083455 2.661108 2.355753 0.1 0.1 0.1 -0.192
C 0.962689 5.036511 3.813595 -0.1 0.1 -0.1 -0.094
C 4.588362 4.342106 -0.049178 0.0 0.0 0.0 -0.116
H -4.537670 -1.789075 3.727103 0.2 0.1 0.1 0.048
H -2.013179 -5.099182 -0.615834 0.0 0.0 0.0 0.081
H -1.986590 0.421929 3.962309 0.0 0.0 0.1 0.085
C -2.483222 -1.430315 2.975557 -0.1 -0.1 0.1 -0.560
C 0.200993 4.882464 2.663349 0.2 -0.1 0.1 -0.066
C -4.933359 -1.819858 -0.587557 0.0 0.0 0.1 -0.106
H -4.478368 -0.970762 -1.092448 0.0 0.0 0.0 0.064
H -5.210034 -0.340740 2.480212 0.0 -0.1 0.0 0.054
S -1.772490 -1.298238 -2.151365 0.3 0.1 0.2 0.863
H -1.044739 -1.452108 4.531851 0.1 0.0 0.1 0.082
C 3.400897 2.280279 -1.546319 -0.2 0.1 0.0 -0.217
H 2.482972 2.016078 3.817769 0.0 -0.1 0.0 0.108
S 1.351056 1.111721 1.479748 -0.3 0.6 -0.3 0.501
C -5.139109 -0.432904 1.398200 -0.1 0.0 0.0 -0.093
C 3.002256 3.613396 -1.697207 0.0 0.0 -0.1 -0.090
H -2.230751 0.625080 2.234026 0.1 0.0 -0.1 0.044
C 0.249714 3.702949 1.928496 -0.1 0.0 0.1 -0.187
H 5.751229 2.786690 0.858051 0.0 0.0 0.0 0.092

We obtain ΔE to the lowest compared entry with this formula, charge and spin values of 11.91 23.70 kcal per mole for the records listed above, in that order.